Record 1
Formula: C17H14BrN4OSSr
Source: the OMol25 dataset
Level of theory: wB97M-V/def2-TZVPD

The geometry in ORCA input format:
```
! wB97M-V def2-TZVPD RIJCOSX def2/J DEFGRID3
* xyz 1 1
Sr -0.93 1.28 0.82
Br -3.12 -6.09 -0.45
C -2.81 -4.23 -0.41
C -3.84 -3.34 -0.78
C -3.62 -1.99 -0.76
C -2.39 -1.43 -0.37
O -2.23 -0.14 -0.37
C -1.35 -2.34 0.01
C -0.02 -1.98 0.41
N 0.48 -0.81 0.66
C 1.85 -0.70 1.04
C 2.65 -1.75 1.42
C 4.00 -1.57 1.75
C 4.57 -0.33 1.70
C 3.78 0.78 1.34
C 4.33 2.09 1.28
C 3.54 3.14 0.92
C 2.19 2.88 0.64
N 1.64 1.69 0.69
C 2.42 0.62 1.02
C -1.60 -3.73 -0.04
H -4.80 -3.74 -1.08
H -4.41 -1.31 -1.05
H 0.62 -2.86 0.50
H 2.25 -2.75 1.48
H 4.59 -2.43 2.03
H 5.61 -0.18 1.95
H 5.37 2.23 1.52
H 3.92 4.15 0.86
H 1.54 3.71 0.35
H -0.80 -4.41 0.23
N -4.01 3.37 -1.73
C -2.68 3.31 -1.84
N -2.16 2.85 -2.98
S -1.67 3.84 -0.57
H -4.63 3.08 -2.47
H -4.40 3.74 -0.88
H -2.73 2.54 -3.75
H -1.16 2.81 -3.07
*
```

The HOMO-LUMO gap is 6.9446 eV. Its relative energy (zero: lowest compared OMol25 entry of this formula, charge and spin) is 0.0 kJ/mol. The molecular weight comes out at 489.9 g/mol. For the total energy, the calculation gives -3953.3482 Ha.

=====

Record 2
Formula: C3H9NO2S
Source: the OMol25 dataset
Level of theory: wB97M-V/def2-TZVPD

The geometry in ORCA input format:
```
! wB97M-V def2-TZVPD RIJCOSX def2/J DEFGRID3
* xyz 0 1
C -0.49 -0.48 1.01
C -1.42 0.68 0.71
S -1.04 1.45 -0.89
N -0.63 -0.94 2.47
H 0.60 -0.16 0.97
H -0.56 -1.37 0.36
H -1.33 1.42 1.54
H -2.46 0.36 0.73
H 0.33 0.81 -1.10
H -0.01 -1.72 2.67
H -1.59 -1.21 2.65
H -0.36 -0.17 3.07
O 1.63 0.47 -1.04
C 1.71 -0.78 -1.38
O 1.58 -1.75 -0.62
H 1.83 -0.92 -2.46
*
```

The HOMO-LUMO gap is 7.2195 eV. Its relative energy (zero: lowest compared OMol25 entry of this formula, charge and spin) is 288.0 kJ/mol. The molecular weight comes out at 123.2 g/mol. For the total energy, the calculation gives -723.0587 Ha.

=====

Record 3
Formula: C4H9N3O2Si
Source: the OMol25 dataset
Level of theory: wB97M-V/def2-TZVPD

The geometry in ORCA input format:
```
! wB97M-V def2-TZVPD RIJCOSX def2/J DEFGRID3
* xyz 0 1
C 2.10 -1.12 0.83
C -1.40 -1.66 -1.33
C -1.83 -0.68 1.43
C -0.37 1.34 -0.51
N 0.95 -1.02 0.60
N 2.62 2.00 0.51
N 3.32 2.29 -0.27
O 3.18 -1.21 1.11
O 4.08 2.57 -1.09
Si -0.55 -0.45 0.04
H -1.76 -2.63 -1.00
H -2.22 -1.15 -1.75
H -0.65 -1.60 -2.09
H -2.23 -1.56 1.81
H -1.59 -0.14 2.43
H -2.61 -0.12 0.97
H -1.33 1.73 -1.01
H -0.23 1.78 0.46
H 0.53 1.65 -1.13
*
```

Its SMILES is C[Si](C)(C)N=C=O.N#[N+][O-]. The HOMO-LUMO gap is 10.4127 eV. Its relative energy (zero: lowest compared OMol25 entry of this formula, charge and spin) is 82.5 kJ/mol. The molecular weight comes out at 159.2 g/mol. For the total energy, the calculation gives -762.0372 Ha.

=====

Record 4
Formula: C28H34BrCl6O2RuSSi
Source: the OMol25 dataset
Level of theory: wB97M-V/def2-TZVPD

The geometry in ORCA input format:
```
! wB97M-V def2-TZVPD RIJCOSX def2/J DEFGRID3
* xyz 0 2
Ru 2.03 1.76 1.01
C -0.57 -5.51 -1.33
C -0.43 -4.81 0.02
C 0.61 -5.57 0.86
C -1.79 -4.85 0.74
C 0.01 -3.35 -0.13
C 0.20 -2.57 1.00
C 0.58 -1.25 0.86
Br 0.86 -0.22 2.45
C 0.78 -0.61 -0.37
O 1.03 0.68 -0.45
C 0.66 -1.43 -1.52
C 0.27 -2.75 -1.36
C 1.01 -0.86 -2.90
C 0.09 0.30 -3.28
C 0.89 -1.92 -4.00
C 2.47 -0.38 -2.89
H -0.90 -6.54 -1.16
H 0.38 -5.54 -1.87
H -1.32 -5.02 -1.96
H 0.31 -6.62 0.97
H 0.72 -5.14 1.85
H 1.59 -5.55 0.37
H -2.11 -5.89 0.87
H -2.54 -4.33 0.16
H -1.74 -4.39 1.73
H 0.06 -2.97 2.00
H 0.17 -3.36 -2.25
H -0.95 -0.04 -3.35
H 0.37 0.69 -4.27
H 0.16 1.12 -2.57
H -0.13 -2.29 -4.10
H 1.55 -2.77 -3.83
H 1.17 -1.47 -4.96
H 2.62 0.41 -2.16
H 2.75 0.01 -3.87
H 3.15 -1.20 -2.65
Cl 3.98 0.40 0.72
C 4.45 -0.39 2.27
Cl 4.12 -2.11 2.22
H 3.87 0.08 3.06
H 5.51 -0.22 2.39
O 0.30 2.87 1.16
S -0.75 2.78 0.04
C -1.74 4.23 0.39
C -1.20 5.24 1.16
C -1.97 6.39 1.37
C -3.23 6.50 0.80
C -3.74 5.48 0.02
C -3.00 4.33 -0.20
C -1.87 1.51 0.58
C -2.37 1.54 1.88
C -3.16 0.49 2.31
C -3.43 -0.58 1.45
C -2.92 -0.60 0.16
C -2.13 0.46 -0.28
H -0.22 5.13 1.59
H -1.56 7.19 1.98
H -3.81 7.40 0.97
H -4.73 5.57 -0.42
H -3.39 3.52 -0.80
H -2.13 2.36 2.53
H -3.55 0.49 3.32
H -4.03 -1.40 1.80
H -3.12 -1.43 -0.49
H -1.69 0.44 -1.27
Cl 2.29 4.78 -0.23
C 2.79 3.06 -0.34
H 3.88 3.08 -0.31
H 2.46 2.70 -1.31
Cl 4.80 3.47 2.76
Si 2.78 2.97 2.90
Cl 2.70 1.84 4.68
Cl 1.82 4.71 3.46
*
```

The HOMO-LUMO gap (spin up / spin down) is 8.1134 / 6.8691 eV. Its relative energy (zero: lowest compared OMol25 entry of this formula, charge and spin) is 1.4 kJ/mol. The molecular weight comes out at 856.4 g/mol. For the total energy, the calculation gives -7355.7285 Ha.

=====

Record 5
Formula: C5H11NO
Source: the OMol25 dataset
Level of theory: wB97M-V/def2-TZVPD

The geometry in ORCA input format:
```
! wB97M-V def2-TZVPD RIJCOSX def2/J DEFGRID3
* xyz 0 1
C -1.92 0.80 -1.56
C -1.22 -1.01 1.02
N -0.17 -0.28 0.79
C 0.47 0.91 1.33
C 0.89 0.17 0.13
C 2.09 -0.45 -0.47
O 3.05 -0.91 0.48
H -2.51 1.16 -0.71
H -2.34 -0.15 -1.91
H -1.95 1.54 -2.37
H -1.93 -0.67 1.76
H -1.42 -1.87 0.39
H -0.09 1.84 1.23
H 0.95 0.77 2.30
H -0.88 0.66 -1.25
H 1.77 -1.26 -1.14
H 2.61 0.29 -1.08
H 2.60 -1.52 1.07
*
```

The HOMO-LUMO gap is 8.1591 eV. Its relative energy (zero: lowest compared OMol25 entry of this formula, charge and spin) is 473.5 kJ/mol. The molecular weight comes out at 101.1 g/mol. For the total energy, the calculation gives -326.9510 Ha.

=====

Record 6
Formula: C5H7F
Source: the OMol25 dataset
Level of theory: wB97M-V/def2-TZVPD

The geometry in ORCA input format:
```
! wB97M-V def2-TZVPD RIJCOSX def2/J DEFGRID3
* xyz 0 1
C 2.81 -0.64 0.16
C 1.77 0.52 -0.13
C 0.53 0.09 -0.20
C -0.73 0.91 0.01
C -1.97 0.35 0.13
H 2.14 -1.48 1.39
H 4.07 0.24 0.37
H 2.62 -1.53 -1.36
H 2.11 1.59 -0.44
H 0.07 -0.83 0.49
H -0.70 2.00 0.24
H -3.03 0.88 0.47
F -2.41 -0.92 -0.11
*
```

The HOMO-LUMO gap is 8.3001 eV. Its relative energy (zero: lowest compared OMol25 entry of this formula, charge and spin) is 921.4 kJ/mol. The molecular weight comes out at 86.1 g/mol. For the total energy, the calculation gives -294.2026 Ha.

=====

Record 7
Formula: C42H61CsF4N7PS4
Source: the OMol25 dataset
Level of theory: wB97M-V/def2-TZVPD

The geometry in ORCA input format:
```
! wB97M-V def2-TZVPD RIJCOSX def2/J DEFGRID3
* xyz 0 1
Cs -0.81 0.38 -1.23
C 3.14 0.36 3.69
C 2.37 -0.84 4.25
S 0.58 -0.79 4.00
C 0.18 0.66 5.00
C -1.34 0.82 5.13
S -2.31 0.93 3.60
C -2.22 2.71 3.26
C -0.83 3.32 3.13
S 0.22 2.38 1.99
C 1.83 3.06 2.45
C 2.97 2.33 1.73
S 2.98 0.52 1.89
H 4.20 0.24 3.93
H 2.80 1.28 4.16
H 2.58 -0.94 5.31
H 2.68 -1.76 3.75
H 0.62 1.55 4.55
H 0.61 0.53 6.00
H -1.57 1.71 5.72
H -1.75 -0.04 5.66
H -2.76 3.23 4.05
H -2.79 2.83 2.34
H -0.34 3.34 4.11
H -0.92 4.35 2.77
H 1.94 2.98 3.54
H 1.87 4.12 2.19
H 3.93 2.72 2.07
H 2.90 2.49 0.66
C 2.26 -3.93 0.30
N 2.22 -2.83 -0.65
C 3.51 -2.72 -1.33
C 3.58 -1.49 -2.17
N 3.85 -0.30 -1.71
C 3.86 0.52 -2.83
C 4.15 1.88 -2.93
C 4.10 2.47 -4.18
C 3.76 1.73 -5.32
C 3.49 0.37 -5.24
C 3.55 -0.21 -3.98
N 3.40 -1.51 -3.53
C 1.00 -4.04 1.10
N 0.20 -3.07 1.40
C -0.79 -3.66 2.21
C -1.92 -3.10 2.80
C -2.74 -3.93 3.54
C -2.46 -5.29 3.69
C -1.35 -5.87 3.11
C -0.53 -5.02 2.36
N 0.63 -5.24 1.64
H 2.41 -4.86 -0.25
H 3.10 -3.84 1.00
H 2.00 -1.97 -0.18
H 4.35 -2.69 -0.64
H 3.63 -3.60 -1.96
H 4.42 2.44 -2.04
H 4.32 3.52 -4.29
H 3.71 2.22 -6.28
H 3.23 -0.20 -6.13
H 3.14 -2.30 -4.08
H -2.13 -2.04 2.67
H -3.63 -3.51 4.01
H -3.13 -5.91 4.28
H -1.13 -6.92 3.22
H 1.10 -6.12 1.52
C -0.14 -3.63 -3.29
C -1.13 -3.85 -2.16
N -2.00 -2.70 -1.90
C -2.74 -2.90 -0.65
C -3.22 -1.58 -0.03
C -2.91 -2.42 -3.02
C -2.48 -1.28 -3.92
N -2.58 -0.03 -3.20
C -2.56 1.12 -3.87
C -2.80 2.34 -3.17
F -2.92 2.26 -1.81
C -2.97 3.55 -3.78
F -3.29 4.62 -3.02
C -2.81 3.72 -5.14
C -2.47 2.58 -5.85
F -2.25 2.68 -7.17
C -2.32 1.35 -5.26
F -1.90 0.33 -6.05
H 0.51 -4.51 -3.37
H 0.49 -2.76 -3.08
H -0.63 -3.49 -4.25
H -0.57 -4.04 -1.24
H -1.73 -4.75 -2.37
H -2.08 -3.39 0.06
H -3.60 -3.57 -0.80
H -2.36 -1.02 0.33
H -3.87 -1.78 0.81
H -3.75 -0.97 -0.76
H -3.89 -2.14 -2.61
H -3.07 -3.32 -3.63
H -3.14 -1.30 -4.80
H -1.47 -1.47 -4.30
H -2.95 4.68 -5.62
C 2.94 6.07 -1.81
C 2.72 4.73 -1.11
P 1.04 3.94 -1.20
C 0.64 4.04 -3.01
C 0.93 2.70 -3.72
C 0.02 5.33 -0.51
C -1.44 4.93 -0.26
H 3.91 6.48 -1.53
H 2.18 6.81 -1.53
H 2.93 5.97 -2.90
H 2.93 4.83 -0.04
H 3.43 3.99 -1.49
H 1.20 4.86 -3.46
H -0.42 4.30 -3.09
H 1.49 2.02 -3.06
H 1.53 2.84 -4.62
H 0.00 2.22 -4.01
H 0.07 6.19 -1.18
H 0.50 5.62 0.43
H -1.97 4.75 -1.20
H -1.97 5.71 0.28
H -1.49 4.01 0.32
*
```

The HOMO-LUMO gap is 6.0896 eV. Its relative energy (zero: lowest compared OMol25 entry of this formula, charge and spin) is 0.0 kJ/mol. The molecular weight comes out at 1032.1 g/mol. For the total energy, the calculation gives -4374.0246 Ha.

=====

Record 8
Formula: C4H4NO2
Source: the OMol25 dataset
Level of theory: wB97M-V/def2-TZVPD

The geometry in ORCA input format:
```
! wB97M-V def2-TZVPD RIJCOSX def2/J DEFGRID3
* xyz 1 1
C 3.33 0.41 0.03
C -2.31 0.41 0.52
C -1.47 -0.10 -0.41
C -0.75 -1.28 -0.10
N 2.25 0.50 -0.35
O -0.13 -2.19 0.08
O 1.14 0.46 -0.75
H 4.31 0.31 0.52
H -2.92 1.33 0.26
H -2.21 0.06 1.71
H -1.23 0.10 -1.51
*
```

The HOMO-LUMO gap is 8.1376 eV. Its relative energy (zero: lowest compared OMol25 entry of this formula, charge and spin) is 64.9 kJ/mol. The molecular weight comes out at 98.1 g/mol. For the total energy, the calculation gives -359.6076 Ha.

=====

Record 9
Formula: C8H8OS
Source: the OMol25 dataset
Level of theory: wB97M-V/def2-TZVPD

The geometry in ORCA input format:
```
! wB97M-V def2-TZVPD RIJCOSX def2/J DEFGRID3
* xyz 0 1
C 1.14 1.13 0.83
C 2.02 0.84 1.60
C -0.99 -2.48 0.08
C -0.17 -1.43 0.27
C -2.13 -2.15 -0.72
C -0.67 -0.21 -0.20
C 0.04 1.94 -1.23
C -0.14 1.16 0.10
O 3.03 0.78 2.43
S -2.15 -0.49 -1.12
H -0.85 -3.62 0.18
H 0.74 -1.49 0.83
H -2.87 -2.88 -0.96
H 0.51 2.97 -0.98
H 0.65 1.59 -2.08
H -0.94 2.22 -1.56
H -0.86 1.72 0.78
H 3.65 0.40 1.76
*
```

Its SMILES is C[C@H](C#CO)c1cccs1. The HOMO-LUMO gap is 8.8305 eV. Its relative energy (zero: lowest compared OMol25 entry of this formula, charge and spin) is 167.3 kJ/mol. The molecular weight comes out at 152.2 g/mol. For the total energy, the calculation gives -782.9397 Ha.

=====

Record 10
Formula: C9H12N2
Source: the OMol25 dataset
Level of theory: wB97M-V/def2-TZVPD

The geometry in ORCA input format:
```
! wB97M-V def2-TZVPD RIJCOSX def2/J DEFGRID3
* xyz 0 1
C 0.20 -0.40 -1.75
C 1.39 -0.35 -1.17
C 1.26 2.30 -0.14
C -0.05 2.48 -0.38
C -1.13 -0.41 -1.06
C 1.70 0.03 0.23
C -1.39 0.54 0.10
C 2.13 -1.05 1.17
C -2.34 0.01 1.13
N 1.74 1.24 0.60
N -1.03 1.74 0.22
H 0.15 -0.56 -2.82
H 2.27 -0.44 -1.78
H 1.99 3.06 -0.37
H -0.41 3.42 -0.79
H -1.91 -0.19 -1.79
H -1.32 -1.43 -0.70
H 3.04 -1.53 0.80
H 1.35 -1.80 1.24
H 2.32 -0.62 2.15
H -2.62 0.80 1.81
H -1.84 -0.78 1.70
H -3.23 -0.41 0.67
*
```

Its SMILES is CC1=N/C=C\N=C(\C)C/C=C\1. The HOMO-LUMO gap is 8.3723 eV. Its relative energy (zero: lowest compared OMol25 entry of this formula, charge and spin) is 287.6 kJ/mol. The molecular weight comes out at 148.2 g/mol. For the total energy, the calculation gives -459.5780 Ha.

=====

Record 11
Formula: C3H7N2O2
Source: the OMol25 dataset
Level of theory: wB97M-V/def2-TZVPD

The geometry in ORCA input format:
```
! wB97M-V def2-TZVPD RIJCOSX def2/J DEFGRID3
* xyz -1 1
O -1.68 0.74 1.42
C -0.81 1.19 0.55
N 0.14 2.29 0.21
C -0.66 0.17 -0.61
N 0.74 -0.39 -0.73
C 0.78 -1.84 -0.27
O 0.13 -2.63 -1.09
H -0.01 3.06 0.90
H 0.30 1.27 0.93
H -1.37 -0.65 -0.36
H -0.95 0.63 -1.54
H 1.40 0.09 -0.16
H 0.20 -1.77 0.77
H 1.82 -2.15 -0.02
*
```

The HOMO-LUMO gap is 5.3875 eV. Its relative energy (zero: lowest compared OMol25 entry of this formula, charge and spin) is 633.6 kJ/mol. The molecular weight comes out at 103.1 g/mol. For the total energy, the calculation gives -378.3368 Ha.

=====

Record 12
Formula: C38H36F9NO31
Source: the OMol25 dataset
Level of theory: wB97M-V/def2-TZVPD

The geometry in ORCA input format:
```
! wB97M-V def2-TZVPD RIJCOSX def2/J DEFGRID3
* xyz 0 1
C -2.67 6.22 -4.75
C -2.36 7.70 -4.95
O -3.22 8.45 -5.33
O -1.10 8.13 -4.65
C -0.75 9.23 -5.49
C 0.75 9.46 -5.51
C 1.65 8.85 -4.65
C 3.03 9.10 -4.77
C 3.54 9.95 -5.74
C 2.63 10.57 -6.57
C 1.26 10.34 -6.46
C 0.57 11.16 -7.51
O -0.59 11.14 -7.82
N 1.56 12.02 -8.08
C 2.83 11.52 -7.72
O 3.87 11.80 -8.25
H -2.05 5.84 -3.95
H -2.52 5.71 -5.71
H -3.73 6.17 -4.51
H -1.29 10.15 -5.25
H -1.04 8.99 -6.52
H 1.28 8.18 -3.88
H 3.72 8.60 -4.10
H 4.60 10.13 -5.87
H 1.35 12.00 -9.08
C -0.42 4.85 0.11
C -1.65 4.07 0.51
O -2.46 4.14 -0.65
C -1.61 4.25 -1.71
O -1.91 4.08 -2.84
O -0.36 4.59 -1.30
F -2.29 4.66 1.54
H -0.54 5.92 0.28
H 0.48 4.50 0.62
H -1.45 3.02 0.76
C 1.08 -0.15 -0.85
C 0.22 1.05 -0.56
O 0.86 1.62 0.58
C 2.18 1.29 0.48
O 3.04 1.81 1.11
O 2.37 0.30 -0.42
F -1.04 0.69 -0.22
H 0.79 -1.02 -0.26
H 1.09 -0.43 -1.90
H 0.18 1.78 -1.37
C -0.40 -3.57 3.06
C -0.25 -2.43 2.08
O -0.60 -3.03 0.85
C -1.48 -4.03 1.13
O -2.17 -4.56 0.33
O -1.47 -4.32 2.45
F 1.04 -1.99 2.02
H 0.49 -4.18 3.12
H -0.68 -3.24 4.05
H -0.91 -1.58 2.27
C 2.16 0.26 5.24
C 1.30 -0.06 6.44
O 0.69 -1.28 6.05
C 1.55 -1.90 5.20
O 1.48 -3.05 4.89
O 2.50 -1.04 4.76
F 0.34 0.87 6.64
H 1.60 0.80 4.47
H 3.06 0.83 5.49
H 1.86 -0.21 7.37
C -4.52 -5.83 2.08
C -4.32 -6.29 3.50
O -5.27 -7.34 3.62
C -5.42 -7.87 2.38
O -5.93 -8.93 2.16
O -4.92 -7.05 1.43
F -4.63 -5.32 4.40
H -5.33 -5.10 2.00
H -3.62 -5.42 1.64
H -3.32 -6.67 3.72
C 6.13 0.91 1.85
C 6.04 -0.55 1.48
O 7.16 -1.11 2.15
C 7.40 -0.33 3.25
O 8.08 -0.65 4.16
O 6.73 0.85 3.15
F 6.18 -0.74 0.15
H 6.79 1.46 1.18
H 5.17 1.40 1.89
H 5.13 -1.04 1.83
C 0.82 3.73 -7.90
C -0.05 4.93 -7.61
O 0.57 5.49 -6.48
C 1.89 5.16 -6.54
O 2.74 5.67 -5.89
O 2.10 4.17 -7.45
F -1.31 4.57 -7.28
H 0.51 2.86 -7.32
H 0.84 3.46 -8.96
H -0.08 5.67 -8.42
C -3.87 -11.40 3.13
C -2.75 -10.90 2.27
O -1.80 -11.94 2.36
C -2.50 -13.10 2.58
O -2.06 -14.19 2.46
O -3.77 -12.82 2.96
F -2.20 -9.75 2.76
H -3.72 -11.15 4.19
H -4.84 -11.03 2.82
H -3.02 -10.74 1.22
C -1.24 -11.20 8.29
C -1.57 -11.53 6.86
O -2.19 -10.34 6.41
C -1.65 -9.31 7.13
O -1.74 -8.17 6.84
O -1.00 -9.79 8.22
F -2.47 -12.55 6.77
H -2.08 -11.39 8.96
H -0.36 -11.72 8.66
H -0.71 -11.75 6.23
*
```

Its SMILES is CC(=O)OCc1cccc2c1C(=O)NC2=O.O=C1OC[C@@H](F)O1.O=C1OC[C@@H](F)O1.O=C1OC[C@@H](F)O1.O=C1OC[C@@H](F)O1.O=C1OC[C@@H](F)O1.O=C1OC[C@@H](F)O1.O=C1OC[C@@H](F)O1.O=C1OC[C@@H](F)O1.O=C1OC[C@@H](F)O1. The HOMO-LUMO gap is 9.5412 eV. The molecular weight comes out at 1173.7 g/mol. For the total energy, the calculation gives -4755.7940 Ha.

=====

Record 13
Formula: C4H12NOP
Source: the OMol25 dataset
Level of theory: wB97M-V/def2-TZVPD

The geometry in ORCA input format:
```
! wB97M-V def2-TZVPD RIJCOSX def2/J DEFGRID3
* xyz 0 3
C 0.21 2.13 0.16
C 0.95 -1.76 0.15
C 0.00 0.56 0.34
C 1.22 -0.32 -0.04
N -1.16 0.13 -0.53
O 1.69 -0.04 -1.29
P -2.61 -0.62 -0.02
H 0.68 2.61 0.96
H 0.91 2.06 -0.76
H -0.80 2.55 0.00
H -0.09 -2.01 -0.32
H 1.79 -2.40 -0.35
H 1.08 -2.00 1.14
H -0.37 0.29 1.31
H 2.02 0.01 0.68
H -0.93 -0.31 -1.43
H 0.99 -0.54 -1.79
H -2.21 -0.83 1.48
H -3.37 0.48 0.30
*
```

The HOMO-LUMO gap (spin up / spin down) is 5.1908 / 6.8250 eV. Its relative energy (zero: lowest compared OMol25 entry of this formula, charge and spin) is 211.4 kJ/mol. The molecular weight comes out at 121.1 g/mol. For the total energy, the calculation gives -630.7058 Ha.